Entry 1:
{"formula": "C34H46N6STi", "method": "ωB97M-V/def2-TZVPD", "elements": ["Ti", "C", "C", "N", "N", "C", "N", "S", "C", "C", "C", "C", "C", "N", "H", "H", "H", "H", "H", "H", "H", "H", "H", "H", "C", "C", "C", "C", "C", "C", "C", "C", "C", "C", "C", "C", "N", "C", "C", "N", "C", "C", "C", "C", "C", "C", "C", "C", "C", "C", "C", "C", "H", "H", "H", "H", "H", "H", "H", "H", "H", "H", "H", "H", "H", "H", "H", "H", "H", "H", "H", "H", "H", "H", "H", "H", "H", "H", "H", "H", "H", "H", "H", "H", "H", "H", "H", "H"], "positions_angstrom": [[0.515, 0.068, 0.932], [4.795, -0.856, -0.336], [3.358, -0.473, -0.242], [2.768, -0.184, 0.865], [3.484, -0.194, 2.032], [2.849, 0.006, 3.209], [3.591, 0.022, 4.304], [1.167, 0.220, 3.315], [2.485, -0.345, -1.430], [2.900, -0.593, -2.719], [1.998, -0.388, -3.763], [0.721, 0.049, -3.478], [0.366, 0.251, -2.150], [1.229, 0.057, -1.155], [5.077, -1.530, 0.475], [5.430, 0.034, -0.294], [5.013, -1.373, -1.265], [4.488, -0.302, 1.994], [4.594, -0.079, 4.296], [3.143, 0.164, 5.197], [3.904, -0.926, -2.934], [2.304, -0.568, -4.784], [-0.005, 0.228, -4.259], [-0.628, 0.578, -1.872], [-2.641, -1.832, -2.932], [-2.695, -1.750, -1.404], [-4.146, -1.780, -0.917], [-1.864, -2.840, -0.760], [-2.010, -4.157, -1.180], [-1.208, -5.161, -0.669], [-0.227, -4.857, 0.262], [-0.054, -3.562, 0.728], [0.983, -3.279, 1.800], [0.380, -3.473, 3.193], [2.269, -4.086, 1.632], [-0.912, -2.566, 0.230], [-0.795, -1.228, 0.727], [-1.796, -0.576, 1.439], [-1.773, 0.787, 1.419], [-0.760, 1.392, 0.672], [-0.860, 2.711, 0.128], [0.219, 3.593, 0.300], [0.098, 4.887, -0.187], [-1.048, 5.305, -0.839], [-2.083, 4.410, -1.038], [-2.011, 3.100, -0.579], [-3.162, 2.164, -0.905], [-3.407, 2.094, -2.416], [-4.444, 2.568, -0.174], [1.513, 3.225, 1.002], [1.721, 4.043, 2.277], [2.713, 3.331, 0.056], [-3.138, -0.967, -3.373], [-3.148, -2.722, -3.305], [-1.611, -1.868, -3.295], [-2.265, -0.790, -1.115], [-4.623, -2.722, -1.193], [-4.721, -0.970, -1.370], [-4.213, -1.683, 0.167], [-2.753, -4.397, -1.930], [-1.335, -6.181, -1.007], [0.401, -5.652, 0.639], [1.281, -2.225, 1.745], [0.046, -4.503, 3.328], [-0.483, -2.821, 3.344], [1.115, -3.251, 3.969], [2.111, -5.149, 1.814], [3.016, -3.754, 2.357], [2.681, -3.981, 0.625], [-2.496, -1.178, 2.005], [-2.447, 1.415, 1.988], [0.913, 5.586, -0.045], [-1.129, 6.321, -1.200], [-2.968, 4.733, -1.570], [-2.900, 1.157, -0.584], [-3.771, 3.043, -2.811], [-4.163, 1.339, -2.636], [-2.495, 1.841, -2.963], [-4.764, 3.566, -0.480], [-4.307, 2.588, 0.909], [-5.252, 1.873, -0.404], [1.478, 2.182, 1.342], [1.804, 5.107, 2.057], [2.640, 3.737, 2.783], [0.886, 3.908, 2.965], [2.864, 4.358, -0.277], [2.568, 2.718, -0.838], [3.630, 3.015, 0.560]], "e_lumo_ev": -7.0646, "charge": 2, "homo_ev": -13.365, "total_energy_ev": -78885.643}


Entry 2:
{"formula": "C34H46N8O3SSiSr", "method": "ωB97M-V/def2-TZVPD", "elements": ["Sr", "O", "C", "C", "C", "C", "C", "C", "C", "N", "C", "C", "N", "H", "H", "H", "H", "H", "H", "H", "C", "Si", "C", "C", "C", "C", "C", "C", "N", "C", "S", "H", "H", "H", "H", "H", "H", "H", "H", "H", "H", "H", "H", "C", "C", "C", "C", "C", "C", "C", "O", "C", "C", "C", "H", "H", "H", "H", "H", "H", "H", "H", "H", "H", "H", "H", "C", "N", "C", "N", "C", "N", "C", "N", "C", "C", "H", "H", "H", "H", "H", "H", "H", "H", "H", "H", "H", "H", "N", "C", "H", "O", "H", "H"], "positions_angstrom": [[0.470, 0.025, 0.445], [-0.809, 1.750, 1.335], [-0.922, 2.655, 2.254], [-2.189, 3.178, 2.598], [-2.338, 4.120, 3.590], [-1.232, 4.590, 4.295], [0.018, 4.105, 3.970], [0.209, 3.163, 2.952], [1.572, 2.741, 2.624], [2.009, 1.643, 2.021], [3.380, 1.723, 2.002], [3.793, 2.880, 2.581], [2.640, 3.521, 2.959], [-3.047, 2.802, 2.054], [-3.328, 4.490, 3.827], [-1.349, 5.311, 5.092], [0.864, 4.450, 4.555], [3.987, 0.941, 1.575], [4.771, 3.294, 2.746], [2.570, 4.435, 3.367], [0.735, -6.152, -3.059], [0.837, -4.424, -3.803], [0.143, -4.446, -5.557], [2.636, -3.924, -3.944], [-0.319, -3.321, -2.780], [-1.673, -3.497, -3.035], [-2.649, -2.769, -2.362], [-2.212, -1.838, -1.445], [-0.926, -1.639, -1.164], [0.019, -2.379, -1.776], [1.679, -2.173, -1.244], [1.321, -6.869, -3.638], [-0.292, -6.518, -3.012], [1.131, -6.142, -2.041], [0.751, -5.094, -6.191], [0.176, -3.441, -5.984], [-0.887, -4.799, -5.623], [3.107, -4.606, -4.660], [3.159, -3.988, -2.994], [2.755, -2.906, -4.315], [-1.989, -4.220, -3.780], [-3.704, -2.910, -2.550], [-2.921, -1.232, -0.886], [-4.618, -6.449, 4.578], [-3.709, -5.461, 3.907], [-2.537, -5.872, 3.283], [-1.697, -4.969, 2.653], [-0.453, -5.501, 1.986], [-2.032, -3.597, 2.658], [-1.109, -2.697, 1.958], [-1.140, -1.479, 1.942], [-3.217, -3.161, 3.286], [-3.698, -1.734, 3.324], [-4.027, -4.111, 3.894], [-4.220, -7.461, 4.517], [-5.605, -6.445, 4.112], [-4.755, -6.199, 5.631], [-2.275, -6.924, 3.284], [-0.378, -6.574, 2.154], [0.457, -5.040, 2.371], [-0.469, -5.335, 0.907], [-0.325, -3.196, 1.369], [-2.990, -1.026, 2.915], [-3.914, -1.450, 4.355], [-4.636, -1.660, 2.770], [-4.942, -3.780, 4.374], [1.296, 3.022, -1.251], [1.583, 1.598, -1.525], [0.979, 1.244, -2.834], [1.484, 2.092, -3.910], [1.187, 3.486, -3.573], [1.807, 3.893, -2.308], [3.251, 3.687, -2.418], [3.591, 2.296, -2.724], [3.047, 1.451, -1.668], [2.935, 1.933, -3.983], [1.767, 3.293, -0.303], [0.218, 3.154, -1.165], [-0.101, 1.365, -2.754], [1.224, 0.200, -3.042], [0.106, 3.607, -3.491], [1.559, 4.132, -4.372], [3.722, 3.968, -1.473], [3.642, 4.329, -3.211], [3.517, 1.724, -0.720], [3.263, 0.403, -1.888], [3.167, 0.891, -4.215], [3.326, 2.568, -4.781], [3.235, -2.416, 2.422], [2.264, -1.814, 2.220], [4.077, -2.927, 2.578], [-1.810, 1.731, -1.175], [-1.663, 1.824, -0.208], [-2.371, 0.959, -1.294]], "e_lumo_ev": -0.0441, "homo_ev": -7.153, "total_energy_ev": -73621.224}


The following ΔE to the lowest compared entry with this formula, charge and spin values (in kcal per mole) correspond, in order, to the records above: 1.5; 3.4.